Formula: C18H14BF5OS
Source: the Open Molecules 2025 dataset
Level of theory: the ωB97M-V functional and the def2-TZVPD basis

```
40
Properties=species:S:1:pos:R:3:forces:R:3
F 1.668717 -5.497172 0.750917 0.176 1.376 -0.351
C 1.763685 -4.273289 0.122305 0.115 -0.622 0.196
C 2.750805 -4.117987 -0.852974 -0.385 0.578 -0.031
C 2.783025 -2.906953 -1.569540 0.115 -0.180 0.153
C 1.829116 -1.924249 -1.334880 -0.374 0.081 0.042
C 0.820273 -2.087897 -0.337973 1.304 -0.415 0.159
C -0.185362 -1.078435 -0.199854 -0.226 0.370 -1.437
C -1.468737 -1.295656 0.409222 -1.313 0.127 0.620
C -2.293505 -0.177203 0.740749 0.313 -0.175 -0.146
C -3.439611 -0.322791 1.513809 -0.041 -0.278 0.082
C -3.823200 -1.592116 1.980800 0.400 0.179 -0.436
C -3.103509 -2.696037 1.522396 -0.396 -0.486 0.298
F -3.506478 -3.948293 1.933847 0.371 1.177 -0.578
C -1.998516 -2.589071 0.694745 0.401 0.324 0.434
C 0.889959 -3.257379 0.475720 -0.120 0.010 -0.402
H 3.478183 -4.908021 -1.030249 -0.242 0.147 0.035
H 3.576037 -2.732578 -2.309593 -0.490 -0.128 0.351
H 1.834036 -1.003596 -1.926826 0.038 -0.333 0.244
H -0.099522 -0.210350 -0.865560 -0.059 -0.574 0.242
H -1.990241 0.813736 0.393686 -0.053 -0.450 0.240
H -4.037626 0.557121 1.782102 0.327 -0.435 -0.119
H -4.667519 -1.723194 2.651813 0.131 -0.040 -0.183
H -1.525750 -3.486307 0.303416 -0.205 0.190 0.201
H 0.245964 -3.373684 1.341235 0.163 -0.114 -0.179
C -1.301363 4.758463 -0.215709 0.633 -0.279 -0.073
O 0.080639 4.455476 -0.497760 -1.267 0.755 0.100
C 0.589821 3.263993 -0.199126 -0.512 -2.003 1.514
C 1.831127 2.958488 -0.750017 -0.228 -1.254 0.572
B 2.624739 3.945870 -1.859028 -0.225 -1.017 1.340
F 1.730691 4.234109 -2.871597 0.192 0.187 -0.319
F 2.949453 5.044936 -1.059124 0.432 0.293 -0.620
F 3.712966 3.168839 -2.274761 0.294 0.496 -0.374
S 2.352277 1.434283 -0.096525 -0.293 0.510 -0.878
C 0.870464 1.106312 0.745229 0.396 0.317 0.776
C 0.050916 2.222807 0.689455 0.058 1.767 -1.667
H -1.472352 5.755242 -0.642797 0.063 -0.386 0.200
H -1.964251 4.028202 -0.707700 0.176 0.158 0.156
H -1.491830 4.775506 0.870684 0.073 -0.014 -0.328
H 0.849379 0.333601 1.507165 0.020 0.275 0.027
H -0.912902 2.345277 1.172298 0.239 -0.135 0.140
```
Positions in Å, forces in eV/Å.

The calculation puts the LUMO energy at -3.5 eV. As for the net charge: 0. The highest occupied orbital energy is -7.72 eV. The total energy comes out at -46040.1452 eV. The orbital gap is 4.268 eV. The multiplicity is 1.

Here are the Löwdin charges for atoms 1 to 8, given in e: atom 1 (F): 0.045, atom 2 (C): -0.223, atom 3 (C): 0.032, atom 4 (C): -0.039, atom 5 (C): -0.013, atom 6 (C): -0.190, atom 7 (C): 0.056, atom 8 (C): -0.172

***

Formula: C2H2OS
Source: the Open Molecules 2025 dataset
Level of theory: the ωB97M-V functional and the def2-TZVPD basis

```
6
Properties=species:S:1:pos:R:3:forces:R:3
C -0.848646 0.072824 0.062822 -1.906 -0.571 -0.329
C 0.058378 0.859514 0.256600 5.756 1.039 0.084
O -2.082841 -0.247862 0.138438 -2.871 -0.381 -2.738
S 2.821895 0.372780 0.010779 -3.088 -0.951 0.499
H -2.637841 -0.053800 -0.751178 2.088 -0.612 2.761
H 2.689057 -1.003456 0.282538 0.020 1.476 -0.279
```
Positions in Å, forces in eV/Å.

The calculation puts the LUMO energy (spin up / spin down) at -2.9 / -2.9 eV. As for the net charge: 0. The highest occupied orbital energy (spin up / spin down) is -9.66 / -9.66 eV. The total energy comes out at -14981.7722 eV. For the energy above the lowest of the compared OMol25 structures with the same formula, charge and spin, the calculation gives 137.0 kcal/mol. The orbital gap (spin up / spin down) is 6.771 / 6.765 eV. The multiplicity is 1.

So, what does the Löwdin scheme give us? The charges, in e, come out as: atom 1 (C): -0.395, atom 2 (C): 0.010, atom 3 (O): 0.039, atom 4 (S): 0.364, atom 5 (H): 0.215, atom 6 (H): -0.234

***

Formula: BH4Rb
Source: the Open Molecules 2025 dataset
Level of theory: the ωB97M-V functional and the def2-TZVPD basis

```
6
Properties=species:S:1:pos:R:3:forces:R:3
Rb 1.478195 -0.788764 -0.698370 8.780 -2.898 -3.762
B -0.305224 0.168539 0.140888 -4.454 1.563 2.009
H -0.308231 -0.820329 -0.290812 -3.763 -3.062 -0.549
H 0.465581 0.141308 0.895438 2.207 0.527 3.513
H -0.073770 0.883667 -0.633227 0.780 2.849 -2.887
H -1.256552 0.415579 0.586083 -3.549 1.020 1.676
```
Positions in Å, forces in eV/Å.

The calculation puts the LUMO energy at -0.4 eV. As for the net charge: 0. The highest occupied orbital energy is -9.04 eV. The total energy comes out at -1391.8371 eV. For the energy above the lowest of the compared OMol25 structures with the same formula, charge and spin, the calculation gives 76.2 kcal/mol. The orbital gap is 8.615 eV. The multiplicity is 1.

So, what does the Löwdin scheme give us? The charges, in e, come out as: atom 1 (Rb): 1.231, atom 2 (B): -0.745, atom 3 (H): -0.199, atom 4 (H): -0.132, atom 5 (H): -0.100, atom 6 (H): -0.054

***

multiplicity of number 1 (C18H14BF5OS)?
1